#i
C4H5NO2 | ωB97M-V with the def2-TZVPD basis set

The geometry in XYZ format:
```
12
Properties=species:S:1:pos:R:3:mulliken_charge:R:1
O 1.06276 2.02639 1.17854 -0.51
C 0.65502 1.03287 0.65892 0.63
N 1.30184 -0.02576 0.05932 -0.22
C 0.41426 -1.04151 -0.46918 -0.50
C -0.94876 -0.48185 -0.10867 0.18
O -0.80695 0.19714 1.16395 -0.34
C -1.04731 0.95146 -0.22475 -0.69
H 2.11177 0.26224 -0.45672 0.26
H 0.60181 -2.00555 0.01873 0.28
H 0.51116 -1.16393 -1.55510 0.28
H -1.81057 -1.12959 -0.11636 0.40
H -2.04504 1.37807 -0.14867 0.25
```

Output
* LUMO: 0.032 hartree
* frontier orbital gap: 9.66 eV



#ii
C4H5NO2 | ωB97M-V with the def2-TZVPD basis set

The geometry in XYZ format:
```
12
Properties=species:S:1:pos:R:3:mulliken_charge:R:1
C -1.23894 0.11111 0.90556 -0.35
C -0.29380 1.14610 0.82454 -0.39
C -0.00138 -1.30441 -1.27497 0.41
C -0.13802 -0.85859 1.02684 -0.14
N 0.76160 -0.31402 -1.74581 -0.30
O -0.27877 -2.36785 -1.71870 -0.46
O 0.73586 0.22861 1.18973 -0.38
H -2.30588 -0.05843 0.60882 0.29
H -0.10872 2.13651 0.65510 0.48
H -0.00123 -1.77775 1.57629 0.37
H 1.02594 0.52927 -1.17997 0.23
H 0.92668 -0.13853 -2.75549 0.25
```

Output
* LUMO (spin up / spin down): 0.002 / 0.002 hartree
* frontier orbital gap (spin up / spin down): 8.10 / 8.10 eV



#iii
C4H5NO2 | ωB97M-V with the def2-TZVPD basis set

The geometry in XYZ format:
```
12
Properties=species:S:1:pos:R:3:mulliken_charge:R:1
O -1.61313 -0.52744 1.26390 -0.49
C -1.74000 -0.12186 0.12743 0.05
C -0.87149 0.92129 -0.47180 -0.16
C 0.11027 1.48384 0.23128 -0.60
N 1.94480 -0.99570 0.38742 -0.35
C 1.38924 -1.63812 -0.44959 0.60
O 0.76418 -2.19631 -1.27132 -0.46
H -2.52341 -0.54301 -0.53657 0.33
H -1.04049 1.16806 -1.51442 0.31
H 0.78067 2.22654 -0.19569 0.28
H 0.23394 1.20678 1.27483 0.25
H 2.56543 -0.98408 1.15453 0.24
```

Output
* LUMO: 0.006 hartree
* structure (SMILES): C=CC=O.N=C=O
* frontier orbital gap: 10.12 eV



Most stable to least stable, the ends of the list are #iii and #ii.



#i
C4H5NO2 | ωB97M-V with the def2-TZVPD basis set

The geometry in XYZ format:
```
12
Properties=species:S:1:pos:R:3:mulliken_charge:R:1
O -2.64176 0.59229 0.22781 -0.45
C -1.73580 -0.18476 0.06402 -0.16
C -0.40192 0.22149 -0.52374 0.43
C 0.55074 0.79551 0.56535 -0.58
N 1.68723 -0.12180 0.58906 -0.48
C 1.43637 -1.01379 -0.26777 0.06
O 0.28897 -0.94723 -0.99228 -0.40
H -1.80141 -1.24440 0.38231 0.33
H -0.55902 0.90963 -1.35895 0.29
H 0.88287 1.81066 0.33150 0.29
H 0.07787 0.81568 1.55366 0.28
H 2.06482 -1.86934 -0.49139 0.39
```

Output
* LUMO: 0.028 hartree
* structure (SMILES): O=C[C@H]1CN=CO1
* frontier orbital gap: 10.69 eV



#ii
C4H5NO2 | ωB97M-V with the def2-TZVPD basis set

The geometry in XYZ format:
```
12
Properties=species:S:1:pos:R:3:mulliken_charge:R:1
O -2.39896 0.75291 -0.25118 -0.52
C -1.57098 -0.34180 0.04458 -0.34
C -0.09006 -0.00761 0.05871 0.43
N 0.26861 1.11021 -0.49924 -0.37
O 1.66614 1.10678 -0.55866 -0.18
C 2.06960 -0.05890 -0.09346 -0.17
C 1.07546 -0.81526 0.43396 -0.25
H -1.97500 1.28834 -0.93570 0.34
H -1.86471 -0.71530 1.02720 0.26
H -1.74639 -1.16942 -0.66858 0.21
H 3.12111 -0.28986 0.00370 0.43
H 1.49990 -0.78123 1.43321 0.16
```

Output
* LUMO: 0.032 hartree
* structure (SMILES): OCc1ccon1
* frontier orbital gap: 10.71 eV



Most stable to least stable, the ends of the list are #i and #ii.



#i
C4H5NO2 | ωB97M-V with the def2-TZVPD basis set

The geometry in XYZ format:
```
12
Properties=species:S:1:pos:R:3:mulliken_charge:R:1
O 1.57527 0.29554 1.93498 -0.45
C 0.46834 -0.18438 1.91198 0.03
C -0.42624 -0.39404 0.67978 0.73
O -1.05905 -1.42518 0.51438 -0.62
N -0.72887 0.76539 -0.00985 -0.38
C -0.69977 0.51164 -1.41159 -0.20
C 0.59924 0.04661 -0.85761 -0.55
H -0.04423 -0.55582 2.81169 0.34
H -0.68708 1.44371 -1.94941 0.26
H -1.34478 -0.25374 -1.82816 0.24
H 0.90442 -1.00077 -1.06902 0.32
H 1.42864 0.70716 -0.69262 0.27
```

Output
* LUMO: -0.002 hartree
* frontier orbital gap: 9.64 eV



#ii
C4H5NO2 | ωB97M-V with the def2-TZVPD basis set

The geometry in XYZ format:
```
12
Properties=species:S:1:pos:R:3:mulliken_charge:R:1
O -1.01172 1.48666 1.98265 -0.47
C -0.60331 0.92746 0.99959 -0.11
C 0.50143 -0.07044 0.91377 0.05
C 0.11845 -1.31608 0.17698 -0.40
N 0.86457 -0.28780 -0.50025 -0.25
C 0.20534 0.43867 -1.54679 -0.07
O -0.67205 -0.01000 -2.24656 -0.46
H -0.97489 1.11381 -0.03761 0.41
H 1.25980 -0.07004 1.70288 0.35
H -0.92440 -1.40574 -0.11245 0.27
H 0.62200 -2.26103 0.39207 0.24
H 0.61478 1.45453 -1.72428 0.44
```

Output
* LUMO: 0.023 hartree
* structure (SMILES): O=C[C@H]1CN1C=O
* frontier orbital gap: 10.86 eV



#iii
C4H5NO2 | ωB97M-V with the def2-TZVPD basis set

The geometry in XYZ format:
```
12
Properties=species:S:1:pos:R:3:mulliken_charge:R:1
C -1.56683 -0.67091 -0.00395 -1.01
C -0.18876 -0.28610 0.40975 0.16
C 0.58019 0.87055 0.29744 0.56
O 0.06643 2.07447 0.02599 -0.47
N 1.94160 0.63019 0.26979 -0.75
C 1.55220 -0.60276 -0.13583 0.34
O 0.80212 -1.36763 0.69084 -0.38
H -1.57631 -1.30881 -0.90062 0.27
H -2.09534 -1.21419 0.79200 0.28
H -2.13458 0.24026 -0.22891 0.29
H 0.82258 2.67565 -0.09801 0.38
H 1.79668 -1.04072 -1.11848 0.34
```

Output
* LUMO: 0.025 hartree
* frontier orbital gap: 8.43 eV



Most stable to least stable, the ends of the list are #ii and #iii.